One molecule with the formula C8H8N2 at a distorted geometry, computed with the ωB97M-V functional and the def2-TZVPD basis.

Structure (XYZ):
```
18
Properties=species:S:1:pos:R:3:forces:R:3:nbo_charge:R:1
H -1.91751 1.41896 -1.65805 0.094 -1.247 -2.603 0.220
C -0.74478 -1.84808 0.68903 2.792 -1.811 0.584 -0.641
N 3.12318 -2.18237 -0.36315 0.101 -0.889 0.014 -0.293
H -1.53813 -2.52222 0.34462 -0.410 0.969 0.074 0.237
C 2.63586 -1.15540 -0.24245 0.627 1.422 -0.214 0.273
N 3.57921 2.20035 0.36349 -0.034 0.386 -0.289 -0.274
H -1.23309 0.94549 1.31097 -0.300 0.565 1.160 0.191
C 2.11059 0.18630 -0.15374 -3.871 -0.862 0.109 -0.361
C -0.47070 -0.55216 -0.11871 -1.686 -0.078 -0.573 -0.378
H -0.80079 -0.65739 -1.16459 0.536 -0.492 0.012 0.247
C 0.74054 0.24486 -0.10602 -0.700 0.147 0.620 0.209
C 2.87578 1.35680 0.02937 1.054 -0.098 0.575 0.273
H -2.99873 1.86674 -0.36876 1.286 -0.159 -0.406 0.232
C -1.35220 0.72536 0.28756 3.964 -1.336 -1.429 0.038
C -1.90412 1.70039 -0.67787 -4.114 -3.460 2.790 -0.663
H 0.13229 -2.64215 0.67901 -1.111 1.905 -0.460 0.239
H -0.76393 -1.65811 1.77642 -0.606 0.171 -0.481 0.221
H -1.47346 2.57263 -0.62713 2.380 4.869 0.518 0.230
```
Positions in Å, forces in eV/Å.

Results
orbital gap (spin up / spin down) = 0.322 / 0.298 Eh
highest occupied orbital energy (spin up / spin down) = -9.4 / -9.0 eV
energy above the lowest of the compared OMol25 structures with the same formula, charge and spin = 157.3 kcal per mole
E_LUMO (spin up / spin down) = -0.64 / -0.92 eV
electronic energy = -11399.8030 eV